1.
Formula: C23H39F3N2O19S3
Source: the Open Molecules 2025 dataset
Level of theory: ωB97M-V with the def2-TZVPD basis set

The geometry in XYZ format:
```
89
Properties=species:S:1:pos:R:3:lowdin_charge:R:1
C 7.139 2.233 -1.601 0.01
N 7.929 1.075 -1.306 -0.42
O 8.835 0.854 -2.167 0.02
O 7.631 0.326 -0.376 0.08
H 6.229 2.180 -1.002 0.10
H 6.848 2.187 -2.651 0.11
H 7.680 3.131 -1.305 0.11
C -2.054 5.096 2.674 0.02
N -1.033 5.933 3.308 -0.44
O -1.190 7.155 3.243 0.06
O -0.037 5.323 3.686 0.06
H -1.977 4.043 2.942 0.10
H -1.867 5.226 1.608 0.11
H -3.046 5.457 2.946 0.10
C 5.432 5.296 -7.342 -0.23
C 5.060 4.335 -8.430 -0.21
C 3.897 3.442 -7.978 -0.23
S 3.675 3.636 -6.200 0.65
O 4.509 2.670 -5.642 -0.29
O 2.226 3.562 -5.948 -0.35
C 4.288 5.373 -6.322 -0.21
H 5.402 6.341 -7.654 0.11
H 6.393 5.134 -6.856 0.12
H 5.966 3.849 -8.793 0.12
H 4.670 4.919 -9.264 0.11
H 4.051 2.376 -8.142 0.10
H 2.954 3.682 -8.469 0.10
H 4.571 5.681 -5.315 0.10
H 3.429 5.904 -6.732 0.11
C 0.461 -8.514 -1.403 -0.25
C 1.721 -7.671 -1.794 -0.20
C 1.559 -6.419 -0.959 -0.22
S -0.073 -6.388 -0.060 0.69
O -0.972 -5.715 -0.976 -0.34
O 0.152 -5.850 1.277 -0.35
C -0.245 -8.232 -0.058 -0.18
H 0.653 -9.573 -1.575 0.10
H -0.271 -8.470 -2.209 0.10
H 1.680 -7.323 -2.826 0.11
H 2.663 -8.220 -1.796 0.11
H 1.634 -5.472 -1.495 0.10
H 2.317 -6.421 -0.177 0.10
H -1.300 -8.476 0.069 0.11
H 0.465 -8.644 0.659 0.10
C -0.654 -2.101 7.784 -0.23
C -1.225 -1.889 6.431 -0.26
C -0.124 -2.165 5.432 -0.22
S 1.338 -1.565 6.234 0.67
O 1.697 -0.248 5.700 -0.34
O 2.270 -2.650 6.272 -0.32
C 0.696 -1.268 7.917 -0.18
H -0.413 -3.157 7.902 0.12
H -1.403 -1.759 8.499 0.11
H -1.608 -0.869 6.386 0.12
H -2.064 -2.582 6.374 0.12
H -0.122 -1.481 4.583 0.10
H -0.046 -3.198 5.091 0.12
H 0.727 -0.243 8.288 0.10
H 1.259 -1.855 8.643 0.09
C 0.531 1.455 0.288 0.01
C 1.313 1.413 -0.963 -0.29
O 2.010 0.187 -0.959 0.22
C 1.795 -0.406 0.104 -0.70
O 2.426 -1.433 0.464 0.10
O 1.005 0.199 0.879 0.12
F 2.133 2.491 -0.961 0.07
H -0.547 1.346 0.165 0.14
H 0.744 2.294 0.950 0.15
H 0.815 1.562 -1.921 0.18
C -8.643 4.114 0.335 -0.09
C -8.860 3.645 -1.083 -0.41
O -7.658 3.225 -1.345 0.18
C -6.938 2.935 -0.263 -0.46
O -5.732 2.539 -0.231 0.10
O -7.700 3.227 0.807 0.08
F -9.136 4.732 -1.787 0.11
H -9.473 4.117 1.041 0.15
H -8.147 5.076 0.465 0.15
H -9.675 2.922 -1.117 0.18
C -3.972 -2.098 1.241 0.01
C -4.984 -3.306 1.293 -0.30
O -6.081 -2.726 1.926 0.14
C -5.728 -1.518 2.418 -0.64
O -6.499 -0.707 2.865 0.16
O -4.502 -1.270 2.289 0.11
F -4.587 -4.384 1.994 0.07
H -4.114 -1.589 0.288 0.14
H -2.906 -2.299 1.356 0.14
H -5.274 -3.744 0.339 0.17
```

Computed properties:
Total charge   0
SMILES   O=C1OC[C@@H](F)O1.O=C1OC[C@@H](F)O1.O=C1OC[C@@H](F)O1.C[N+](=O)[O-].C[N+](=O)[O-].O=S1(=O)CCCC1.O=S1(=O)CCCC1.O=S1(=O)CCCC1
HOMO-LUMO gap   9.915 eV
Multiplicity   1

---

2.
Formula: C23H39HgNO5SSbSe2Te2
Source: the Open Molecules 2025 dataset
Level of theory: ωB97M-V with the def2-TZVPD basis set

The geometry in XYZ format:
```
75
Properties=species:S:1:pos:R:3:mulliken_spin:R:1
Hg -2.922 -0.856 -0.878 0.02
O -1.220 1.225 -0.927 0.00
C -1.612 2.388 -0.829 0.00
C -2.940 2.894 -0.941 0.00
C -3.187 4.246 -0.677 0.00
C -4.480 4.750 -0.649 0.00
C -5.572 3.867 -0.837 0.00
C -5.361 2.564 -1.138 0.00
C -4.039 2.017 -1.280 0.00
O -3.883 0.851 -1.717 0.00
N -4.715 6.111 -0.430 0.00
O -3.746 6.888 -0.352 0.00
O -5.892 6.505 -0.330 0.00
H -0.864 3.176 -0.590 0.00
H -2.363 4.919 -0.480 0.00
H -6.571 4.270 -0.747 0.00
H -6.184 1.882 -1.304 0.00
Se -5.026 -1.993 -0.944 0.04
Te -4.796 -4.387 -0.233 0.54
Te -1.598 -4.733 -1.158 0.39
Se -1.077 -2.317 -0.623 0.00
C 2.364 2.576 -0.364 0.00
C 2.734 1.523 -1.399 0.00
C 2.115 1.909 -2.735 0.00
C 4.246 1.492 -1.545 0.00
Sb 1.564 -0.380 -0.798 -0.01
C 2.444 -0.892 1.270 0.00
C 1.762 0.073 2.230 0.00
C 2.055 -2.312 1.660 0.00
C 3.951 -0.721 1.358 0.00
C 2.481 -2.022 -2.140 -0.04
C 1.572 -2.027 -3.363 0.01
C 2.376 -3.384 -1.472 0.05
C 3.924 -1.770 -2.552 0.00
H 2.592 3.580 -0.735 0.00
H 2.925 2.434 0.560 0.00
H 1.302 2.537 -0.132 0.00
H 2.470 2.892 -3.063 0.00
H 1.029 1.952 -2.657 0.00
H 2.370 1.186 -3.510 0.00
H 4.617 2.509 -1.713 0.00
H 4.552 0.888 -2.393 0.00
H 4.735 1.109 -0.653 0.00
H 0.680 -0.001 2.127 0.00
H 2.049 1.104 2.037 0.00
H 2.020 -0.162 3.268 0.00
H 1.036 -2.548 1.349 0.00
H 2.110 -2.437 2.746 0.00
H 2.716 -3.046 1.211 0.00
H 4.231 0.322 1.217 0.00
H 4.461 -1.327 0.611 0.00
H 4.313 -1.026 2.345 0.00
H 0.556 -2.281 -3.055 0.00
H 1.897 -2.777 -4.088 0.00
H 1.553 -1.054 -3.856 0.00
H 1.389 -3.523 -1.029 0.00
H 3.141 -3.517 -0.711 -0.01
H 2.509 -4.170 -2.218 0.00
H 3.995 -0.926 -3.235 0.00
H 4.320 -2.649 -3.068 0.00
H 4.560 -1.582 -1.688 0.00
O -2.712 -0.309 1.293 0.00
S -1.634 -1.116 1.904 0.00
C -1.710 -0.565 3.675 0.00
C -1.613 -1.833 4.489 0.00
C -2.619 -2.784 3.850 0.00
C -2.345 -2.754 2.358 0.00
H -2.676 -0.076 3.789 0.00
H -0.910 0.147 3.853 0.00
H -1.834 -1.660 5.546 0.00
H -0.604 -2.243 4.400 0.00
H -3.633 -2.425 4.048 0.00
H -2.533 -3.801 4.238 0.00
H -3.244 -2.911 1.761 0.00
H -1.598 -3.486 2.046 0.00
```

Computed properties:
Total charge   -2
HOMO-LUMO gap (spin up / spin down)   3.891 / 4.496 eV
Expectation value of S²   0.7572
Multiplicity   2

---

3.
Formula: C23H39HgNO5SSbSe2Te2
Source: the Open Molecules 2025 dataset
Level of theory: ωB97M-V with the def2-TZVPD basis set

The geometry in XYZ format:
```
75
Properties=species:S:1:pos:R:3:mulliken_spin:R:1
Hg 1.741 0.707 -3.056 0.02
O -0.641 -0.771 -1.668 0.00
C -0.558 -1.942 -1.975 0.00
C -0.354 -2.514 -3.298 0.00
C -0.507 -3.885 -3.397 0.00
C -0.412 -4.538 -4.615 0.00
C -0.146 -3.796 -5.787 0.00
C 0.027 -2.452 -5.717 0.00
C -0.041 -1.720 -4.470 0.00
O 0.158 -0.483 -4.464 0.00
N -0.595 -5.950 -4.688 0.00
O -0.759 -6.586 -3.645 0.00
O -0.458 -6.507 -5.779 0.00
H -0.675 -2.720 -1.183 0.00
H -0.718 -4.465 -2.507 0.00
H -0.074 -4.322 -6.729 0.00
H 0.254 -1.869 -6.600 0.00
Se 3.489 0.760 -4.938 0.05
Te 5.457 1.291 -3.447 0.53
Te 3.946 3.273 -1.110 0.41
Se 1.727 2.042 -0.880 0.00
C -3.952 0.160 0.529 0.00
C -3.580 1.492 1.185 0.00
C -4.118 2.614 0.294 0.00
C -4.275 1.566 2.542 0.00
Sb -1.346 1.646 0.967 -0.02
C -0.571 0.151 2.429 0.00
C -0.843 -1.201 1.765 0.00
C 0.949 0.306 2.531 0.00
C -1.173 0.170 3.828 0.00
C -0.907 3.628 1.908 -0.01
C -0.922 4.603 0.727 0.00
C 0.499 3.636 2.500 0.00
C -1.877 4.111 2.980 0.00
H -5.028 0.147 0.303 0.00
H -3.750 -0.685 1.191 0.00
H -3.409 -0.005 -0.405 0.00
H -5.208 2.516 0.190 0.00
H -3.685 2.574 -0.709 0.00
H -3.915 3.603 0.707 0.00
H -5.354 1.400 2.400 0.00
H -4.159 2.533 3.020 0.00
H -3.924 0.805 3.234 0.00
H -0.413 -1.237 0.763 0.00
H -1.910 -1.421 1.687 0.00
H -0.381 -2.001 2.361 0.00
H 1.416 0.444 1.552 0.00
H 1.367 -0.606 2.980 0.00
H 1.240 1.142 3.163 0.00
H -2.227 -0.103 3.823 0.00
H -1.073 1.148 4.305 0.00
H -0.651 -0.562 4.462 0.00
H -0.176 4.324 -0.021 0.00
H -0.688 5.616 1.083 0.00
H -1.896 4.640 0.234 0.00
H 1.243 3.226 1.813 0.02
H 0.541 3.085 3.441 0.00
H 0.788 4.674 2.716 0.00
H -2.873 4.291 2.580 0.00
H -1.516 5.066 3.389 0.00
H -1.963 3.407 3.810 0.00
O 2.356 -1.636 -1.797 0.00
S 2.612 -1.387 -0.340 0.00
C 3.459 -2.904 0.246 0.00
C 4.714 -2.463 0.983 0.00
C 5.291 -1.330 0.135 0.00
C 4.128 -0.395 -0.164 0.00
H 3.700 -3.433 -0.678 0.00
H 2.764 -3.502 0.835 0.00
H 5.411 -3.294 1.118 0.00
H 4.455 -2.086 1.978 0.00
H 5.693 -1.726 -0.800 0.00
H 6.097 -0.797 0.641 0.00
H 4.245 0.169 -1.092 0.00
H 3.935 0.326 0.632 0.00
```

Computed properties:
Total charge   -2
HOMO-LUMO gap (spin up / spin down)   4.512 / 4.989 eV
Expectation value of S²   0.7575
Multiplicity   2